Record 1
16
Properties=species:S:1:pos:R:3:nbo_charge:R:1 method="wB97M-V/def2-TZVPD" homo_ev=-9.43 smiles="C[C@H]1CCC1=O.[H][H]" lumo_energy_ha=0.0391 total_energy_ev=-7393.038
O -1.31 -1.52 -0.75 -0.5267
C 0.32 1.24 0.18 -0.4006
C -0.68 -0.53 -0.47 0.6356
C -0.78 0.94 -0.87 -0.5377
C 1.79 -0.90 -0.14 -0.5976
C 0.52 -0.27 0.44 -0.3373
H 1.73 -1.99 -0.07 0.2243
H 2.68 -0.56 0.40 0.2144
H 0.37 -0.59 1.48 0.2282
H -2.69 -0.90 1.15 0.0198
H 1.90 -0.64 -1.20 0.2047
H 1.20 1.77 -0.20 0.2092
H -1.76 1.41 -0.73 0.2372
H -0.47 1.10 -1.91 0.2361
H -2.77 -0.35 1.64 -0.0232
H -0.06 1.78 1.05 0.2136

Record 2
16
Properties=species:S:1:pos:R:3:nbo_charge:R:1 method="wB97M-V/def2-TZVPD" homo_ev=-9.26 smiles=C[C@@]12CC[C@@H]1C2 lumo_energy_ha=0.0429 total_energy_ev=-6382.588
C -0.52 1.60 -0.86 -0.6026
C -1.07 -0.96 -0.39 -0.4179
C 0.90 -0.79 1.21 -0.3873
C -0.16 0.23 -0.37 -0.0354
C -0.56 -0.45 0.94 -0.2283
C 1.28 -0.28 -0.20 -0.3961
H -0.73 -1.90 -0.81 0.2032
H 1.55 -1.07 -0.92 0.1990
H -1.61 1.76 -0.86 0.2124
H -1.26 -0.11 1.69 0.2101
H -0.16 1.77 -1.88 0.2118
H 1.17 -1.82 1.49 0.1945
H -2.12 -0.73 -0.57 0.2172
H 2.05 0.49 -0.22 0.2072
H -0.07 2.37 -0.22 0.2078
H 1.31 -0.11 1.97 0.2043

Record 3
10
Properties=species:S:1:pos:R:3:nbo_charge:R:1 method="wB97M-V/def2-TZVPD" homo_ev=-9.31 lumo_energy_ha=-0.0030 total_energy_ev=-34020.321
S 2.28 -1.63 1.35 -0.4417
S 1.69 -0.63 -2.09 -0.4453
P 1.71 -0.65 -0.14 1.2047
N -0.98 -0.84 0.27 -1.0552
N 1.35 0.83 0.49 -1.1811
H 0.65 1.44 0.21 0.3995
H -1.20 -0.65 1.27 0.3894
H -1.40 -0.30 -0.21 0.3255
H -0.70 -1.68 -0.19 0.3955
H 1.37 0.94 1.54 0.4088

Record 4
66
Properties=species:S:1:pos:R:3:lowdin_spin:R:1 method="wB97M-V/def2-TZVPD" homo_ev="-12.57 / -12.57" multiplicity=5 lumo_energy_ha="-0.1774 / -0.1532" charge=+1 total_energy_ev=-118543.600
Cr -0.76 -0.39 2.01 3.8161
S -0.65 2.73 0.96 0.0038
S 0.00 1.09 -0.84 0.0036
F -1.70 2.66 2.13 0.0019
F 0.28 -0.52 -0.85 0.0056
O 0.83 0.30 5.52 0.0099
O -2.00 -1.39 0.40 0.0225
O -4.78 0.95 2.31 0.0113
O 3.96 3.10 1.24 0.0000
O 3.69 -2.14 -3.45 0.0000
O 2.98 -1.07 -1.73 0.0000
O -3.18 -1.39 -1.38 0.0113
O -1.31 3.47 -0.03 -0.0016
O 1.52 -0.21 2.08 0.0236
O -0.31 0.87 3.79 0.0253
O -3.86 -1.92 -4.34 0.0000
O -2.87 0.03 2.62 0.0246
O 0.47 -2.40 -3.10 0.0000
O 2.90 0.95 3.25 0.0083
O -0.64 -4.17 -2.57 0.0000
O -0.94 1.19 -1.88 0.0017
O 0.52 3.21 1.57 0.0021
O 1.33 1.57 -0.98 0.0016
O 5.05 3.36 -0.60 0.0000
O -4.10 0.20 -4.63 0.0000
N -3.42 -0.79 -4.46 0.0000
N 0.05 1.02 4.97 0.0042
N 3.29 -1.14 -2.91 0.0000
N 4.10 3.57 0.12 0.0000
N -0.53 1.09 0.68 0.0092
N 2.62 0.32 2.27 0.0028
N -2.67 -1.97 -0.48 0.0032
N -4.11 0.00 2.58 0.0055
N 0.24 -3.36 -2.39 0.0000
C 1.24 -3.68 -1.35 0.0000
C -0.39 2.25 5.65 0.0010
C -1.97 -0.60 -4.27 0.0001
C -4.79 -1.28 2.93 0.0007
C 3.63 0.14 1.19 0.0005
C 2.97 4.34 -0.47 0.0000
C 3.07 0.06 -3.73 0.0000
C -2.88 -3.42 -0.36 0.0003
H -1.43 -1.19 -5.00 0.0000
H -4.09 -2.08 2.70 0.0000
H 3.13 0.95 -3.11 0.0000
H 4.50 0.75 1.43 0.0001
H 3.73 0.07 -4.59 0.0000
H -1.60 -0.91 -3.30 0.0000
H -5.64 -1.37 2.27 0.0001
H -0.17 3.09 5.01 0.0001
H 1.92 -4.38 -1.85 0.0000
H -1.47 2.21 5.81 0.0001
H 0.74 -4.24 -0.57 0.0000
H 2.03 0.01 -4.07 0.0000
H 0.09 2.28 6.62 0.0002
H 3.77 -0.93 1.10 0.0000
H -5.09 -1.27 3.97 0.0000
H 1.78 -2.80 -1.04 0.0000
H -2.14 -3.91 -0.99 0.0000
H 3.45 5.08 -1.11 0.0000
H -2.69 -3.75 0.66 0.0000
H -3.90 -3.69 -0.60 0.0001
H 3.18 0.50 0.27 0.0000
H -1.78 0.47 -4.33 0.0000
H 2.40 3.63 -1.06 0.0000
H 2.41 4.87 0.29 0.0000

Record 5
64
Properties=species:S:1:pos:R:3:nbo_charge:R:1 method="wB97M-V/def2-TZVPD" homo_ev=-9.22 lumo_energy_ha=-0.0006 total_energy_ev=-39090.711
O 2.12 -3.80 -1.58 -0.9636
O 2.36 -1.52 4.01 -0.9335
O -1.30 -0.53 2.94 -0.9418
O 2.45 0.68 -2.08 -1.0192
O -3.69 -0.04 3.48 -0.9232
O -2.87 -1.19 -2.33 -0.9823
O 4.09 2.54 -0.87 -0.9889
O -1.58 0.20 -0.16 -0.9602
O -3.37 -1.46 1.36 -1.0077
O -3.04 1.91 -4.03 -0.9509
O -2.19 -2.94 -0.47 -0.9758
O -3.79 2.18 -0.72 -0.9716
O -1.23 -3.14 -3.46 -0.9789
O 1.15 -1.71 -2.59 -0.9757
O -0.69 0.26 -2.81 -0.9827
O 1.84 -1.55 1.12 -0.9342
N 2.44 1.63 1.14 -0.6737
C 2.77 2.39 3.55 -0.6271
C 0.94 1.73 1.04 -0.4876
C 2.47 3.89 1.64 -0.6508
C 2.99 2.54 2.11 -0.0716
H 0.48 1.11 1.93 0.1903
H -3.95 -0.91 3.27 0.4593
H 1.12 -1.20 1.67 0.4882
H 4.10 2.63 1.78 0.1818
H 3.50 1.54 3.97 0.2282
H -4.01 3.16 -0.79 0.4852
H 1.59 4.29 2.16 0.2087
H 1.75 2.10 3.64 0.2148
H 2.22 -0.75 0.71 0.4494
H 1.47 -1.80 4.30 0.4566
H -0.02 -0.35 -2.48 0.4838
H -0.38 -2.83 -3.47 0.5069
H -2.67 -0.55 -1.62 0.4618
H -2.46 1.19 -4.18 0.4847
H 4.49 3.13 -0.18 0.4707
H -2.15 0.09 0.64 0.5009
H -3.06 2.02 -1.44 0.4862
H 0.53 1.29 0.05 0.2344
H 2.48 -4.63 -1.44 0.4931
H -2.52 -3.93 -0.46 0.4777
H 3.05 4.84 1.66 0.2294
H 1.97 1.63 -2.20 0.5077
H 3.32 2.19 -0.42 0.4929
H 0.37 2.72 1.25 0.2293
H -1.38 -2.94 -1.16 0.4986
H -1.79 1.13 -0.11 0.4827
H 1.53 -1.01 -3.11 0.4936
H -2.60 -1.42 0.73 0.5159
H 2.74 -2.44 3.67 0.4795
H -2.09 -1.67 -2.62 0.4909
H -3.79 1.35 -3.70 0.4707
H 1.94 -2.26 -2.44 0.4841
H 2.45 -3.04 -1.19 0.4870
H 2.81 3.40 4.09 0.2242
H -1.96 -1.28 2.98 0.4908
H 2.20 3.97 0.46 0.2226
H -1.45 -4.04 -3.12 0.4904
H 3.43 0.77 -1.65 0.5106
H -4.14 -1.78 0.91 0.4906
H -1.25 0.38 -1.97 0.4703
H -4.09 0.35 2.69 0.4660
H 2.71 0.62 1.09 0.3617
H -0.61 -0.94 3.57 0.4492

Record 6
36
Properties=species:S:1:pos:R:3:lowdin_spin:R:1 method="wB97M-V/def2-TZVPD" homo_ev="-2.62 / -3.76" multiplicity=2 lumo_energy_ha="0.1054 / 0.0973" charge=-1 total_energy_ev=-60879.033
Ti 0.14 -0.60 0.33 -0.0784
S 1.10 1.57 -0.83 -0.0004
O 0.33 2.31 -1.79 0.0000
O 0.29 1.36 0.48 0.0064
O 1.38 -2.41 0.23 0.0127
O 2.41 2.09 -0.53 0.0001
O 1.20 0.08 -1.23 -0.0001
N -1.64 -0.36 1.55 0.1252
N -1.41 -1.59 -0.73 0.1449
C -3.84 -1.22 2.06 0.0496
C -2.77 0.37 3.52 0.1060
C -2.59 -1.82 -0.04 0.1343
C -1.28 -2.07 -1.97 0.0141
C 1.15 -2.65 2.70 0.0175
C -2.22 -2.83 -2.61 0.1053
C -3.86 -0.47 3.21 0.0383
C 0.86 -1.86 1.48 0.0884
C -3.41 -3.13 -1.89 0.0643
C 0.88 -3.70 -0.10 0.0025
C -2.71 -1.15 1.20 0.1007
C -3.59 -2.63 -0.64 0.0378
C -1.70 0.38 2.66 0.0043
H -0.34 -1.81 -2.46 -0.0013
H -4.72 -0.52 3.86 0.0004
H -2.06 -3.18 -3.61 0.0072
H -4.18 -3.74 -2.34 0.0026
H 1.43 -4.47 0.45 0.0001
H -0.18 -3.78 0.15 0.0004
H 0.74 -3.67 2.65 0.0043
H -4.67 -1.85 1.81 0.0026
H -0.84 1.01 2.84 -0.0020
H -4.51 -2.83 -0.10 0.0012
H 2.23 -2.74 2.88 0.0035
H 1.02 -3.85 -1.17 0.0002
H -2.77 0.99 4.41 0.0076
H 0.71 -2.16 3.56 -0.0002

Record 7
130
Properties=species:S:1:pos:R:3:mulliken_charge:R:1 method="wB97M-V/def2-TZVPD" homo_ev=-9.99 lumo_energy_ha=-0.0693 charge=+1 total_energy_ev=-164433.582
Y 0.07 -0.10 -0.42 0.0476
Br 3.10 -0.15 -0.33 0.0490
S 0.96 -2.58 -1.29 -0.4709
P -2.96 -1.26 -1.39 -2.0859
P 1.62 3.04 -0.86 0.2465
O 0.43 2.09 -1.02 -0.3412
O 0.70 -0.45 1.44 0.0491
N -0.34 -2.84 -3.64 -0.0068
N -2.76 -1.31 -3.10 0.9791
N 1.89 -3.35 -3.63 -0.4329
N -1.94 -0.28 -0.79 -0.6777
N -4.56 -0.83 -1.12 1.4517
N -2.81 -2.86 -0.90 1.7916
C 4.28 -0.43 2.24 -0.3803
C -5.52 -1.73 -0.46 -0.1001
C -2.80 -5.22 -1.50 -0.9321
C -4.84 0.61 -0.95 -0.8888
C 3.07 -0.37 1.58 0.3233
C -3.71 -2.08 -3.93 -0.3489
C -6.22 0.96 -1.49 -0.5706
C -0.50 0.41 4.07 -1.3020
C 1.46 3.12 1.84 -0.6392
C -0.02 5.03 -1.81 -0.4245
C -0.17 -2.08 3.94 -1.5029
C 5.60 0.43 5.49 -1.4766
C 2.55 1.83 -3.15 -0.2693
C -3.55 -1.74 -5.41 -0.8820
C 0.68 -0.77 5.87 -2.3552
C -6.72 -0.96 0.09 -1.0750
C 4.27 -0.58 3.62 0.0899
C -2.36 -0.02 -3.72 -0.9239
C 1.32 7.09 -0.51 -0.7307
C 5.58 -2.06 5.15 -1.6201
C 5.56 -0.69 4.44 1.7745
C 0.47 -0.74 4.36 2.2773
C 3.32 3.24 3.37 -0.6466
C -3.51 0.61 -4.50 -0.1759
C 1.08 4.75 -1.00 0.5866
C 6.80 -0.59 3.56 -2.0833
C -3.67 -3.99 -1.28 -1.0573
C -7.30 -0.02 -0.96 -0.7904
C 1.82 -0.45 2.18 0.6148
C 3.73 2.97 1.01 -0.1227
C 0.80 -2.92 -2.97 0.9025
C -3.88 -0.27 -5.70 -0.7563
C 1.95 3.24 3.13 -0.8440
C -2.16 -4.52 0.84 -1.0919
C 2.36 2.98 0.78 1.1433
C 3.97 3.57 -2.26 -0.3925
C 1.75 5.78 -0.35 -0.2959
C 1.80 -0.58 3.59 -0.4896
C 4.21 3.09 2.31 -0.9659
C -0.45 6.34 -1.97 -0.6781
C 4.88 3.34 -3.28 -0.9008
C -1.73 -5.32 -0.39 -0.4250
C 0.22 7.37 -1.32 -0.5313
C 3.02 -0.64 4.25 -0.4756
C 2.81 2.79 -2.17 0.5392
C -2.30 -3.03 0.49 0.3093
C 4.62 2.37 -4.23 -0.5833
C 3.45 1.62 -4.18 -0.7948
H 2.73 -3.50 -3.09 0.2347
H 1.63 1.26 -3.10 0.4982
H -1.17 -2.39 -3.25 -0.4757
H -5.06 -2.29 0.36 -0.0416
H -0.30 -0.81 6.37 0.4656
H -4.37 0.70 -3.83 -0.4613
H 3.24 0.88 -4.94 0.4567
H -1.51 -0.18 -4.40 0.1504
H -4.07 1.18 -1.48 0.3528
H 0.39 3.13 1.66 0.4349
H 5.27 3.08 2.49 0.3745
H 6.86 0.39 3.07 0.3243
H -4.25 -3.76 -2.17 0.7006
H -5.89 -2.47 -1.18 0.3252
H 6.53 -2.20 5.68 0.4760
H 4.77 0.36 6.19 0.2836
H -6.45 1.99 -1.21 0.5426
H 3.70 3.34 4.38 0.4260
H -7.47 -1.69 0.40 0.4901
H -4.40 -4.19 -0.49 0.4434
H -6.20 0.92 -2.58 -0.0500
H -4.76 0.91 0.10 0.5475
H -1.43 0.25 4.63 0.5645
H -1.57 -6.37 -0.11 0.4926
H -3.24 1.62 -4.82 0.6042
H -3.11 -4.91 1.22 0.3772
H -0.08 1.37 4.40 0.1422
H -3.34 0.06 -6.59 0.3221
H -4.20 -2.41 -5.98 0.4889
H -2.02 0.65 -2.94 0.6761
H 5.78 3.94 -3.34 0.4351
H 1.20 0.13 6.22 0.4280
H -7.71 -0.61 -1.79 0.3634
H -6.43 -0.40 0.98 0.3585
H -2.52 -1.96 -5.72 0.1458
H 2.60 5.57 0.30 0.3385
H 1.26 3.35 3.96 0.5173
H -0.11 8.39 -1.44 0.3906
H -3.51 -3.14 -3.81 -0.0264
H 5.20 -0.35 1.68 0.5439
H 4.77 -2.15 5.88 0.2925
H -1.14 -2.20 4.44 0.4885
H -1.32 -2.57 0.56 -0.7171
H 5.57 1.41 5.01 0.2191
H 7.69 -0.71 4.17 0.4510
H 1.84 7.90 -0.01 0.4254
H -1.44 -4.62 1.64 0.4717
H 1.24 -1.65 6.19 0.3932
H -0.76 0.49 3.02 -0.0890
H 5.47 -2.87 4.42 0.3470
H -0.78 -4.94 -0.75 -0.0304
H 1.84 -3.73 -4.56 0.2013
H -4.95 -0.17 -5.93 0.3769
H -3.44 -6.10 -1.51 0.4315
H -8.14 0.54 -0.54 0.3640
H 4.15 4.35 -1.53 0.4928
H 6.53 0.36 6.07 0.4881
H -1.30 6.56 -2.59 0.4299
H -0.35 -3.04 -4.63 0.3259
H -0.34 -2.12 2.86 -0.0110
H 5.34 2.19 -5.03 0.4081
H 0.47 -2.92 4.22 0.3413
H 6.81 -1.37 2.79 0.3961
H -2.94 -2.53 1.22 0.2667
H -4.75 -1.89 -3.62 0.3419
H -2.32 -5.16 -2.48 0.2308
H 4.42 2.83 0.19 0.5084
H 3.02 -0.76 5.33 0.4090
H -0.54 4.22 -2.30 0.4488

Record 8
11
Properties=species:S:1:pos:R:3:nbo_charge:R:1 method="wB97M-V/def2-TZVPD" homo_ev=-9.28 lumo_energy_ha=-0.0468 total_energy_ev=-20043.247
S 2.74 -0.24 0.09 0.1737
O -1.66 -1.83 0.08 -0.5440
O -1.39 1.64 -0.23 -0.6065
N 1.07 0.35 0.19 -0.5054
N -1.69 0.40 0.50 -0.3296
C -1.07 -0.70 -0.13 0.5482
C 0.34 -0.54 -0.36 0.0171
H -2.68 0.13 0.53 0.3878
H -0.02 1.42 -0.39 0.4887
H 3.55 1.01 0.29 0.1664
H 0.82 -1.64 -0.56 0.2036

Record 9
53
Properties=species:S:1:pos:R:3:nbo_charge:R:1 method="wB97M-V/def2-TZVPD" homo_ev=-8.79 smiles="Cc1ccc(CNS(=O)(=O)c2ccc3c(c2)CCN3C(=O)CCCC(=O)O)cc1" lumo_energy_ha=0.0089 total_energy_ev=-46220.883
S 4.40 1.74 -0.14 2.2946
O -4.61 2.37 1.33 -0.6964
O 4.69 3.13 -0.34 -0.9347
O -2.44 1.55 -0.15 -0.6626
O 5.25 0.77 -0.78 -0.9466
O -6.50 1.40 1.95 -0.5808
N 4.38 1.50 1.52 -0.8624
N -1.15 0.24 -1.45 -0.4194
C -2.34 0.65 -0.97 0.7164
C -5.47 1.35 1.35 0.7948
C -5.02 0.13 0.55 -0.5252
C 2.03 -0.10 2.16 -0.1301
C 0.55 -1.07 -2.51 -0.4487
C 0.79 -1.90 1.15 -0.0247
C 2.71 1.40 -0.58 -0.2627
C 1.99 -2.42 0.66 -0.2184
C -4.86 0.47 -0.94 -0.3963
C 2.44 0.33 -1.41 -0.2199
C 0.38 1.86 -0.27 -0.2295
C 0.10 0.77 -1.08 0.1515
C -0.97 -0.85 -2.40 -0.2035
C 3.22 -0.61 1.66 -0.0569
C -3.56 -0.07 -1.53 -0.4999
C 4.52 0.11 1.93 -0.2600
C 3.19 -1.78 0.91 -0.2062
C -0.51 -2.60 0.89 -0.6298
C 0.83 -0.74 1.90 -0.2293
C 1.71 2.17 -0.03 -0.1895
C 1.12 0.03 -1.67 0.0429
H 5.05 2.12 1.95 0.4103
H -0.09 -0.32 2.28 0.2143
H 1.98 -3.33 0.08 0.2072
H -3.47 -1.14 -1.31 0.2261
H -3.80 2.16 0.81 0.5169
H 4.11 -2.18 0.51 0.2178
H -5.75 -0.66 0.70 0.2354
H -0.78 -3.21 1.75 0.2298
H -0.45 -3.25 0.02 0.2096
H 1.98 3.00 0.60 0.2397
H -4.06 -0.19 0.97 0.2158
H 4.74 0.09 3.00 0.2184
H -0.42 2.44 0.16 0.2580
H -5.70 0.06 -1.50 0.2222
H 3.26 -0.24 -1.83 0.2490
H 2.05 0.80 2.75 0.2111
H -4.87 1.55 -1.09 0.2225
H 0.90 -1.00 -3.55 0.2314
H 5.34 -0.37 1.38 0.2131
H 0.85 -2.05 -2.12 0.2271
H -1.31 -1.87 0.74 0.2090
H -1.48 -1.74 -2.05 0.2085
H -1.40 -0.56 -3.37 0.2053
H -3.56 0.04 -2.61 0.2348

Record 10
9
Properties=species:S:1:pos:R:3:nbo_charge:R:1 method="wB97M-V/def2-TZVPD" homo_ev=-10.98 smiles="N#C[C@@H](O)C=O" lumo_energy_ha=-0.0036 total_energy_ev=-8743.259
O 0.49 -0.12 -1.85 -0.4850
O 0.24 -1.42 0.62 -0.6633
N -2.39 0.74 0.63 -0.2747
C -1.27 0.43 0.58 0.2317
C 0.74 0.45 -0.82 0.4287
C 0.13 -0.03 0.51 -0.0879
H -0.04 -1.79 -0.23 0.4891
H 1.43 1.32 -0.79 0.1335
H 0.67 0.42 1.35 0.2280

Record 11
49
Properties=species:S:1:pos:R:3:lowdin_spin:R:1 method="wB97M-V/def2-TZVPD" homo_ev="-11.11 / -11.11" multiplicity=6 lumo_energy_ha="-0.2778 / -0.2799" charge=+1 total_energy_ev=-124512.264
Mn 2.43 -1.94 -0.05 4.8830
Cl -2.80 -1.07 5.25 0.0000
Cl -4.17 -1.54 2.69 0.0000
Cl -0.14 0.70 0.65 0.0024
Cl 1.02 2.17 4.81 0.0000
Cl -1.50 3.32 5.65 0.0000
O 0.79 1.50 1.38 0.0038
O -0.37 1.27 -0.61 0.0038
O -1.34 0.53 1.38 0.0054
O 0.57 -0.58 0.41 0.0479
N 4.27 4.44 -0.13 0.0000
N 1.33 -2.91 -1.72 0.0247
N -4.46 -1.75 -3.93 0.0000
C 5.34 5.05 0.44 0.0000
C -3.29 -1.12 -4.23 0.0000
C -0.80 -3.82 -2.54 0.0006
C 1.85 -3.19 -2.95 0.0099
C 3.42 4.11 2.15 0.0000
C -3.89 -1.49 -1.61 0.0000
C -2.69 -1.77 3.65 0.0000
C 0.03 -3.20 -1.60 0.0093
C -4.69 -2.01 -2.64 0.0000
C -0.73 1.96 4.81 0.0000
C -2.69 -0.86 -1.90 0.0000
C -0.22 -4.21 -3.72 0.0052
C 5.50 5.20 1.79 0.0000
C 4.50 4.80 2.65 0.0000
C 1.15 -3.88 -3.93 0.0009
C -2.44 -0.69 -3.27 0.0000
C 3.37 3.91 0.73 0.0000
H 1.58 -4.24 -4.85 0.0000
H -0.91 1.06 5.38 0.0000
H 4.63 4.91 3.72 0.0000
H 6.14 5.29 -0.25 0.0000
H -4.24 -1.57 -0.59 0.0000
H -0.76 -4.89 -4.36 0.0003
H -1.12 1.81 3.81 0.0000
H -0.49 -2.77 -0.75 0.0009
H -1.86 -3.93 -2.38 0.0000
H -5.68 -2.38 -2.43 0.0000
H -3.09 -1.09 -5.29 0.0000
H 6.44 5.62 2.14 0.0000
H -2.60 -2.85 3.75 0.0000
H 2.47 3.42 0.39 0.0000
H -2.04 -0.48 -1.13 0.0000
H 2.64 3.70 2.77 0.0000
H -1.83 -1.41 3.09 0.0000
H 2.89 -2.95 -3.07 0.0020
H -1.51 -0.20 -3.56 0.0000

Record 12
20
Properties=species:S:1:pos:R:3:lowdin_spin:R:1 method="wB97M-V/def2-TZVPD" homo_ev="1.20 / -5.42" multiplicity=2 lumo_energy_ha="0.1360 / 0.1340" charge=-1 total_energy_ev=-9940.090
O -1.50 1.33 -1.07 0.0446
O -2.44 -0.80 0.26 0.0298
N 0.82 0.98 0.50 0.0614
C 0.72 -1.94 -1.68 0.0412
C 0.87 -0.50 0.34 0.0902
C 1.29 -0.92 -1.04 0.1305
C 0.51 1.51 1.87 0.2099
H -1.18 0.99 -1.90 0.0172
H -0.56 1.14 2.19 0.0093
H 0.71 2.50 1.97 0.0454
H 1.84 1.32 0.25 0.1394
H 2.02 -0.37 -1.58 0.0528
H -0.07 -2.64 -1.39 0.0015
H 0.89 -2.16 -2.78 0.0104
H 1.36 -0.91 1.21 0.0333
H -2.21 -0.17 -0.30 0.0049
H 1.27 1.26 2.66 0.0574
H -0.16 -0.88 0.57 0.0038
H -3.39 -0.81 0.18 0.0088
H -0.80 1.05 -0.26 0.0084